Record 1
{"formula": "C2H3NO2", "method": "ωB97M-V/def2-TZVPD", "species": ["C", "O", "O", "C", "N", "H", "H", "H"], "positions_angstrom": [[-1.09, 0.52, 0.38], [-0.24, -0.55, 0.31], [1.12, -0.04, -0.08], [1.90, -0.92, -0.50], [2.66, -1.66, -0.91], [-2.11, 0.26, 0.22], [-1.15, 1.12, -0.60], [-1.10, 1.27, 1.17]], "nbo_charge": [-0.31, -0.20, -0.26, 0.52, -0.37, 0.24, 0.20, 0.19], "energy_ev": -7702.6962, "lumo_energy_ev": -0.6, "smiles": "COOC#N", "mol_weight_g_mol": 73.05}

***

Record 2
{"formula": "C5H8O2", "method": "ωB97M-V/def2-TZVPD", "species": ["C", "C", "C", "O", "C", "C", "O", "H", "H", "H", "H", "H", "H", "H", "H"], "positions_angstrom": [[-1.43, 1.05, -0.30], [-0.16, 0.27, -0.08], [-0.11, -0.34, 1.29], [1.28, -0.70, 1.19], [1.40, 0.19, 0.07], [0.72, -0.45, -1.08], [0.76, -1.81, -1.33], [-1.46, 2.01, 0.22], [-1.72, 1.18, -1.35], [-2.18, 0.41, 0.19], [-0.86, -1.09, 1.53], [-0.17, 0.48, 2.02], [2.20, 0.91, 0.13], [0.82, 0.12, -2.01], [0.90, -2.23, -0.47]], "nbo_charge": [-0.61, -0.13, -0.06, -0.53, 0.07, 0.07, -0.69, 0.22, 0.22, 0.21, 0.17, 0.18, 0.21, 0.20, 0.48], "energy_ev": -9406.7216, "lumo_energy_ev": 0.9, "mol_weight_g_mol": 100.12}

***

Record 3
{"formula": "C7H8ClFN3", "method": "ωB97M-V/def2-TZVPD", "species": ["C", "C", "N", "N", "C", "F", "N", "C", "Cl", "C", "C", "C", "H", "H", "H", "H", "H", "H", "H", "H"], "positions_angstrom": [[1.07, -3.22, 1.04], [-0.12, -2.62, 1.16], [-0.52, -1.93, 0.00], [-1.60, -1.43, -0.15], [-2.52, -0.61, -0.47], [-3.68, -1.04, -0.90], [-2.47, 0.71, -0.18], [-1.45, 1.51, 0.06], [-1.90, 2.85, 0.90], [-0.13, 1.31, -0.46], [0.82, 2.25, -0.25], [2.13, 2.08, -0.89], [1.53, -3.81, 1.79], [1.63, -3.10, 0.11], [-0.75, -2.53, 2.14], [0.07, 0.27, -0.80], [0.35, 3.20, 0.11], [2.33, 2.78, -1.61], [2.19, 1.19, -1.40], [3.03, 2.12, -0.20]], "nbo_charge": [-0.17, -0.14, 0.01, -0.11, 0.79, -0.23, -0.52, 0.29, 0.17, -0.37, 0.04, -0.67, 0.23, 0.23, 0.24, 0.23, 0.24, 0.26, 0.22, 0.26], "energy_ev": -27087.2133, "lumo_energy_ev": -5.8, "smiles": "C=CN=[N+]=C(F)/N=C(Cl)\\C=C\\C", "charge": 1, "mol_weight_g_mol": 188.61}

***

HOMO-LUMO gap in eV, matching the order above: 10.36; 10.29; 7.78
ΔE to the lowest compared entry with this formula, charge and spin in kJ/mol, matching the order above: 496.59; 300.12; 0.00
HOMO in eV, matching the order above: -10.9; -9.4; -13.6